37
Properties=species:S:1:pos:R:3:forces:R:3:lowdin_charge:R:1 method="wB97M-V/def2-TZVPD" e_above_lowest_kj_mol=58.1 molar_mass_g_mol=916.40
Br -1.4180 -5.5839 3.8347 0.3 -0.3 -0.2 0.528
Br 1.0526 -5.6395 1.7645 0.0 -0.1 -0.5 0.619
Br 2.7447 1.5162 -2.0518 -1.1 -0.7 0.0 0.504
Br 0.6079 -0.9956 -2.2934 0.1 0.1 0.0 0.650
Br 1.4091 -4.3656 4.6012 0.3 0.0 0.2 0.569
Br 0.3442 1.2271 0.0439 -0.3 0.0 -0.8 0.633
Br -3.6566 -0.3286 0.0881 0.0 -0.3 0.3 0.543
Br -3.2341 -1.5746 3.0891 -0.2 0.2 -0.3 0.548
Br -3.1166 -3.4468 0.5754 0.0 -0.4 -0.3 0.599
N 0.6155 -1.5818 2.0907 -0.9 0.2 0.9 0.035
N -0.8955 2.3010 -4.5761 0.6 -1.1 -2.0 0.042
C -0.2968 4.2298 -3.2936 2.0 0.6 -0.9 -0.077
C -2.1474 2.9261 -2.7303 -1.2 -0.5 1.1 -0.068
C 2.8200 0.0243 2.0573 2.2 0.4 -1.3 -0.145
C 0.2029 -4.7129 3.1566 -1.2 0.5 1.1 -1.682
C 0.8537 0.8201 -1.8065 1.7 0.4 1.4 -1.486
C 2.5993 -0.9165 1.0336 2.6 1.0 -0.8 -0.119
C -1.3637 4.0614 -2.4800 -0.9 -1.8 0.5 -0.086
C 1.9483 0.1786 3.0504 -1.9 0.4 3.0 -0.120
C -1.9415 2.1008 -3.8400 -0.4 0.7 2.4 -0.161
C 1.5010 -1.7398 1.1084 0.6 -0.2 0.1 -0.225
C -0.1004 3.2881 -4.3136 1.9 1.5 -0.6 -0.186
C -2.8144 -1.6904 1.1911 0.9 0.9 0.5 -1.655
C 0.8060 -0.6361 3.0183 -0.4 0.3 0.7 -0.166
H -2.8374 2.6165 -1.9164 0.1 0.3 -1.0 0.104
H -1.5262 4.5669 -1.5477 0.0 0.6 0.1 0.107
H -1.7397 -1.4469 1.1775 -0.5 -0.4 -0.2 -0.067
H 0.8029 3.3225 -4.9690 -0.7 0.3 0.7 0.122
H -0.2251 -3.7459 2.9100 0.6 0.0 -0.7 -0.077
H 1.3619 -2.5883 0.4290 -0.1 0.5 0.2 0.090
H 0.0576 -0.4679 3.8466 0.5 -0.7 -1.2 0.119
H 3.7056 0.6886 2.1382 -0.4 -0.8 -0.8 0.125
H -2.4688 1.1879 -4.0116 -0.7 -0.3 0.0 0.105
H 2.1324 0.8650 3.9519 -0.4 -1.0 -1.7 0.139
H 0.3013 1.4500 -2.4380 -0.8 0.6 -0.7 -0.108
H 0.4900 4.9899 -3.1172 -0.7 -0.4 -0.2 0.119
H 3.4253 -0.8998 0.2289 -1.8 -0.6 1.1 0.129

---

62
Properties=species:S:1:pos:R:3:forces:R:3:lowdin_charge:R:1 method="wB97M-V/def2-TZVPD" e_above_lowest_kj_mol=6.7 molar_mass_g_mol=325.54
O -5.0252 2.3509 4.2920 -0.4 0.0 0.2 0.055
O -4.3823 5.2644 3.7331 -0.2 0.0 0.4 -0.061
N -3.3338 2.7787 2.8708 0.2 0.2 -0.3 0.063
C 1.1824 -2.3568 -0.2479 0.1 0.1 0.0 -0.123
C -0.9525 -0.1607 2.9289 -0.3 -0.1 -0.3 -0.220
C -4.1524 3.5759 1.9869 -0.1 0.3 0.1 -0.161
C -0.2907 -2.3974 -2.3104 0.0 -0.1 -0.1 -0.206
C 0.9670 -0.4038 1.2949 -0.3 0.0 -0.3 -0.214
C 1.3912 -0.8819 -0.0972 0.1 0.0 0.1 -0.210
C 0.1218 -3.0315 -3.6447 0.2 0.0 0.1 -0.211
C -3.8445 2.2627 4.0157 0.6 -0.1 0.1 -0.507
C 1.6258 -2.9632 -3.9117 -0.2 0.2 -0.1 -0.218
C -4.1243 5.0626 2.3696 -0.1 -0.2 -0.4 -0.257
C 4.2095 0.6943 -3.1527 0.1 -0.1 -0.1 -0.269
C 4.2389 -0.1155 -4.4505 -0.1 -0.1 0.1 -0.225
C -0.5309 -0.5869 1.5250 0.3 0.1 0.4 -0.218
C 5.0165 0.0580 -2.0271 -0.2 0.2 -0.1 -0.114
C 2.1649 -1.5379 -3.9988 0.3 -0.4 0.0 -0.211
C -2.8492 1.5109 4.8742 -0.2 -0.2 0.1 -0.105
C -2.4505 -0.3574 3.1543 0.2 0.0 0.3 -0.216
C 3.6514 -1.5240 -4.3458 -0.1 0.3 -0.1 -0.219
C 0.4686 -2.9907 -1.1659 -0.1 0.0 -0.1 -0.126
C -2.9083 0.0084 4.5666 0.0 0.0 -0.2 -0.190
H -5.1750 3.1988 2.0861 0.1 0.0 -0.1 0.124
H 3.6900 0.4378 -5.2169 0.0 0.0 -0.1 0.107
H -1.0848 -0.0022 0.7860 -0.1 0.0 -0.1 0.120
H 6.0392 -0.1261 -2.3491 0.1 -0.1 0.0 0.074
H 1.6094 -0.9815 -4.7582 -0.1 0.1 0.0 0.125
H -3.0122 0.2289 2.4242 0.0 -0.1 -0.1 0.105
H -0.4143 -2.5311 -4.4547 -0.1 -0.1 0.0 0.109
H 0.4137 -4.0723 -1.1214 0.1 -0.2 0.1 0.111
H -1.3584 -2.5866 -2.1573 0.0 0.1 0.0 0.115
H 1.6813 -2.9438 0.5146 0.0 -0.2 0.1 0.109
H -3.8160 3.4455 0.9560 -0.1 0.0 0.0 0.121
H 2.1535 -3.4925 -3.1150 0.1 -0.1 0.0 0.109
H -3.1334 1.6633 5.9163 0.0 0.1 -0.1 0.123
H -0.1815 -4.0815 -3.6455 -0.1 0.0 0.0 0.108
H -0.3991 -0.7490 3.6649 0.1 0.0 0.1 0.120
H 3.1775 0.8334 -2.8263 0.0 0.1 0.0 0.093
H 1.2284 0.6514 1.4082 0.0 0.0 0.1 0.113
H 4.5781 -0.8876 -1.7182 0.0 -0.1 0.1 0.056
H -2.6884 -1.4093 2.9793 0.0 0.0 -0.1 0.116
H -3.1333 5.4895 2.1856 -0.1 0.0 -0.1 0.116
H -2.2889 -0.5225 5.2931 0.0 0.0 0.0 0.112
H -1.8398 1.8949 4.7282 0.0 0.0 0.0 0.107
H 1.8358 -3.4827 -4.8505 0.1 0.0 0.0 0.112
H -0.1534 -1.3186 -2.3581 -0.1 0.1 0.0 0.094
H 0.8332 -0.3248 -0.8499 0.0 0.1 -0.1 0.100
H 4.2002 -2.0970 -3.5966 0.0 -0.1 0.0 0.106
H -5.0808 4.6557 4.0111 0.1 0.0 0.0 0.077
H 4.6191 1.6856 -3.3631 -0.1 0.0 0.0 0.103
H -0.7885 -1.6369 1.3706 -0.1 0.0 0.0 0.113
H 2.4549 -0.6619 -0.2317 0.0 0.1 -0.1 0.102
H -0.6804 0.8869 3.0765 0.1 0.1 0.1 0.100
H 3.7955 -2.0266 -5.3060 0.0 -0.1 0.0 0.112
H -4.8554 5.6004 1.7464 0.2 -0.1 0.0 0.115
H -3.9402 -0.3217 4.7012 0.0 0.0 0.1 0.115
H 2.0167 -1.0459 -3.0390 -0.1 0.1 0.1 0.088
H 1.5194 -0.9653 2.0522 0.1 0.0 0.1 0.114
H 5.0438 0.7182 -1.1624 0.0 0.0 0.1 0.068
H 5.2765 -0.1977 -4.7846 0.0 0.1 -0.1 0.107
H -2.3357 2.8158 2.7450 0.0 -0.1 0.1 0.139

---

22
Properties=species:S:1:pos:R:3:forces:R:3:mulliken_spin:R:1 method="wB97M-V/def2-TZVPD" charge=+2 e_above_lowest_kj_mol=316.0 spin_multiplicity=2 molar_mass_g_mol=124.16
O 0.2792 1.3974 -2.9731 -2.5 -3.1 5.2 0.000
O 0.8276 -2.1616 0.0950 0.4 -0.7 1.1 0.636
O -0.9963 2.0998 -0.3172 0.4 2.8 1.1 0.018
N 1.0273 0.3683 -0.7032 0.9 -0.6 2.4 0.005
C 0.3725 -1.2719 2.1500 0.4 2.9 2.4 0.141
C -1.3498 0.8783 0.1568 -3.2 -2.3 3.3 0.006
C -0.3392 -0.2090 -0.2468 -0.6 -0.7 -3.6 0.039
C -0.1931 -1.3625 0.7428 2.3 -1.7 -0.4 0.003
H -0.3721 1.7658 -2.2763 1.4 0.6 -2.7 0.000
H -1.2936 2.8971 0.2672 0.6 -2.1 -1.5 -0.001
H -1.0780 -2.0309 0.7749 -0.5 0.2 0.0 0.118
H -0.3292 -0.5293 2.7840 1.6 -1.5 -1.4 0.037
H 0.5099 -2.1469 2.8081 -0.6 -0.2 -0.7 0.000
H 1.6912 -0.5260 -0.6991 -1.0 3.0 0.2 0.000
H 0.6895 1.8672 -3.6275 1.0 2.9 -2.4 0.000
H -2.4669 0.6442 -0.0918 2.0 -0.2 -0.4 0.007
H 1.0589 0.7902 -1.7102 -0.9 -0.3 0.1 -0.001
H -0.6732 -0.7941 -1.1878 0.3 1.2 1.2 0.003
H 1.2417 1.2206 -0.0344 0.3 -2.3 -1.5 -0.001
H -1.4565 0.6864 1.3257 0.6 1.5 -1.8 0.004
H 1.4290 -0.8634 2.0265 -1.4 0.0 0.5 0.002
H 1.4211 -2.7199 0.7365 -1.5 0.6 -1.1 -0.017

---

174
Properties=species:S:1:pos:R:3:forces:R:3:mulliken_spin:R:1 method="wB97M-V/def2-TZVPD" spin_multiplicity=2 energy_ev=-212149.42839 molar_mass_g_mol=1525.44
S 0.3408 -1.6652 -4.0496 -0.5 -1.9 -0.1 0.019
S -7.5066 0.6444 -0.3940 -1.1 2.0 1.7 0.000
S -3.4406 3.6787 0.7212 1.1 0.5 5.2 0.000
S -1.7800 1.1942 3.6384 -3.6 0.6 -3.2 -0.001
S -4.4891 -3.1758 -2.6585 -3.5 -0.7 0.7 0.000
S -2.9055 -3.9441 4.0171 -1.1 0.3 1.8 0.000
F 0.7254 -3.7894 -2.3301 0.9 0.2 -0.9 -0.001
F 1.1744 -4.3466 -4.3916 0.1 0.2 0.2 0.000
F -4.6307 4.0195 -1.6202 1.0 1.0 -0.2 0.000
F -2.4482 -4.9589 -2.2824 2.1 0.1 -0.3 0.000
F -4.2180 -2.2666 2.2660 0.5 -0.5 -0.9 0.000
F -1.0116 1.0269 6.0754 1.1 -0.2 1.3 0.000
F -4.5058 -1.7538 4.2559 0.3 0.7 1.7 0.000
F -3.7478 -4.8383 -0.5873 -0.1 0.0 0.1 0.000
F -6.7592 1.8747 -2.5508 0.5 2.7 -1.6 0.000
F -2.5767 4.9202 -1.5795 -0.9 0.2 0.0 0.000
F -4.2797 5.8701 -0.5132 0.2 0.6 -0.7 0.000
F -6.5936 -0.1909 -2.7263 1.0 -0.9 -0.7 0.000
F -4.2879 -5.9279 -2.3714 -1.2 -0.8 -0.2 0.000
F 2.6193 -3.1203 -3.3188 -1.0 -0.4 0.2 0.000
F -5.5018 -3.4820 3.4996 0.6 -0.3 0.1 0.000
F -5.0546 0.8774 -1.5740 0.4 0.3 -0.7 0.000
F -3.1369 1.3969 5.9549 0.5 -0.2 -0.3 0.000
F -2.4041 -0.5954 5.7187 0.4 -0.5 -0.3 0.000
O 1.4195 -0.6926 -3.8272 -0.1 0.0 -0.5 -0.011
O -8.7244 0.0412 -0.9365 0.5 1.1 -0.6 0.000
O 6.8734 1.4662 -3.9132 -0.1 2.0 0.0 -0.074
O 2.8988 7.6917 -3.2297 0.2 3.7 1.5 -0.005
O -4.6627 3.5968 1.5395 1.6 0.9 -2.5 0.000
O -1.5512 2.6488 3.6744 0.1 -2.1 0.9 0.000
O -3.0331 0.7794 2.9108 2.7 0.6 2.1 0.000
O -1.6306 -3.3189 3.6577 0.4 0.1 -0.7 0.000
O -0.6225 0.4342 3.1467 0.6 -0.3 1.1 -0.001
O -4.7682 -3.4584 -4.0913 1.5 0.4 1.2 0.000
O -5.6999 -3.1144 -1.8470 1.5 -0.4 -0.8 0.000
O -0.7902 -1.5167 -3.1281 1.4 -0.2 -1.0 -0.004
O -2.7942 1.5351 -4.5884 -1.7 -0.7 0.2 -0.001
O -3.1715 -5.2153 3.3488 0.5 -0.3 -0.8 0.000
O -7.6520 2.0266 0.2182 0.4 -2.9 -2.2 0.000
O -2.3366 4.4389 1.4623 -2.0 -0.8 -2.9 0.000
O -0.0597 -1.9473 -5.4492 0.7 0.8 1.7 -0.001
O 0.6022 0.3726 -0.3804 0.9 2.7 0.4 0.001
O -2.9876 2.3725 0.2677 0.5 0.1 -1.5 0.000
O -6.8090 -0.2893 0.4320 1.2 -0.6 0.6 0.000
O 0.2989 -5.5563 1.3521 -1.2 0.4 -0.3 -0.004
O -3.0294 -4.0641 5.4634 -0.1 0.2 -0.5 0.000
O -3.5822 -2.0596 -2.3974 0.7 -0.6 -0.8 0.000
O 4.4698 1.2468 4.0474 0.6 -0.3 1.0 -0.218
O 0.2557 -2.0969 7.1048 -0.2 -0.5 -1.5 0.000
N -3.3492 -1.0442 -5.6890 -0.2 1.2 0.4 0.000
N -0.9908 -7.4161 2.9909 -1.6 -1.0 -1.1 0.000
N 6.7742 0.8496 2.5583 -0.3 0.6 1.6 1.182
N 3.9451 0.5571 -4.1103 1.1 1.0 0.1 0.005
N 0.5619 7.7636 -1.6065 1.2 0.0 0.4 -0.001
N -1.9743 -0.0533 -1.1039 1.5 -0.7 -0.1 0.000
N 0.7539 -3.8696 4.9439 0.0 0.4 1.5 -0.001
C 2.3396 6.5231 -2.8890 -0.7 -2.4 -0.6 0.000
C 6.9593 2.9445 -3.9468 0.2 -1.2 0.2 0.019
C -2.9649 1.4488 -5.9573 -0.2 -1.1 0.6 0.000
C 6.0618 1.1099 -2.8131 0.2 -0.5 0.2 0.452
C -3.7065 -4.8436 -1.9274 -0.6 2.3 -0.5 0.000
C 3.2714 1.4371 3.3609 -0.5 0.3 -0.7 -0.150
C -1.9654 2.5437 -4.2056 1.6 0.7 0.8 0.000
C 0.5162 1.6177 0.3819 -0.5 -0.6 0.7 -0.006
C -2.5836 -7.9782 0.9861 1.4 0.6 0.5 0.000
C -1.0177 -5.9146 0.9553 -0.2 -1.1 0.3 0.000
C 0.2906 -1.4104 8.3239 0.9 0.3 0.6 0.000
C 1.3331 6.4702 -1.6351 0.4 -1.3 -2.5 0.008
C -4.3627 -2.7600 3.4665 -0.3 -1.0 -0.3 0.000
C -2.1200 0.6629 5.4440 -1.0 1.7 -1.2 0.000
C 0.0125 -0.7097 0.2711 0.6 -1.1 -1.5 -0.022
C 3.6967 1.1709 -1.7360 0.1 0.4 0.0 0.252
C 4.5629 1.4628 -2.9493 0.0 -1.5 -0.4 -0.083
C -3.8697 0.2294 -6.2568 -0.7 0.5 -2.0 0.000
C -1.4715 -0.6517 0.1776 -2.4 -0.5 1.8 0.007
C 1.7442 -2.8177 5.2755 0.4 1.6 1.1 0.006
C 5.4005 2.3063 4.1282 0.4 -1.5 -0.5 0.120
C 2.4626 -2.3671 3.9825 -0.8 -0.7 1.0 -0.034
C -6.3370 0.8344 -1.9162 -2.8 -1.7 3.2 0.000
C -5.3899 0.2820 -6.0259 -0.3 0.9 0.6 0.000
C 6.7998 1.6163 3.8889 -0.9 1.4 -0.1 0.210
C -2.1905 -2.0082 0.3956 1.0 -0.3 -1.3 -0.001
C 3.8293 7.7716 -4.2923 -0.3 0.0 0.7 -0.001
C 0.5628 -4.2521 0.8565 2.0 0.4 0.6 0.011
C -3.7456 4.7196 -0.8716 -0.7 -2.5 1.8 0.000
C -1.1928 -7.3948 1.4230 0.0 2.0 -0.9 0.000
C 1.2913 -3.3772 -3.4949 -1.1 1.6 -0.1 -0.002
C 1.1754 -1.5834 6.1188 -1.2 -1.5 0.1 -0.002
C 7.8740 2.6899 3.8253 0.9 -0.5 -0.2 0.133
C 0.3648 5.2460 -1.7870 0.6 1.1 1.2 -0.011
H -1.3403 -0.1161 -1.8876 1.0 0.0 -0.1 0.000
H 2.0540 -1.1540 6.6002 0.1 0.2 0.0 0.000
H 7.9363 3.2488 4.7590 -0.3 0.1 0.0 0.005
H 1.6439 -4.2037 0.9867 0.2 0.5 0.0 0.002
H 7.6238 0.3739 2.2899 1.1 -0.5 0.1 -0.641
H -0.3052 -7.8987 1.0406 -0.3 -0.5 0.1 0.000
H 1.3259 8.3847 -1.3815 0.0 1.1 -0.2 0.000
H 1.7038 -1.9478 3.3218 0.0 0.0 -0.1 0.037
H 4.1784 8.8027 -4.2362 0.0 -0.2 -0.5 0.000
H -3.6836 0.1328 -7.3265 -0.3 -0.3 -0.3 0.000
H 6.9820 0.9242 4.7110 0.0 -0.1 -0.3 0.114
H 6.6033 1.4645 1.7755 -0.2 1.3 -1.2 -0.042
H 3.2198 -1.6020 4.1536 0.1 -0.3 0.1 0.027
H -3.3148 2.3887 -6.3840 -0.6 0.0 -0.1 0.000
H 2.8573 -3.2853 3.5475 0.5 0.3 -0.4 -0.007
H -3.2618 -1.9456 0.2048 0.1 0.2 0.4 0.000
H -1.7293 -6.8668 3.4068 -0.9 1.2 0.2 0.000
H -5.9619 0.8307 -6.7740 0.6 0.4 -0.2 0.000
H 2.2856 -3.4021 6.0194 1.3 0.7 -0.2 -0.003
H -1.9898 1.2787 -6.4138 0.4 -0.3 -0.3 0.000
H -0.1130 -3.4202 4.6854 -1.7 -0.2 -1.8 0.001
H 1.1365 1.5715 1.2769 0.3 -0.2 0.0 0.005
H -3.4884 -1.0486 -4.6886 0.1 -0.2 1.2 0.000
H 0.4103 -4.0796 -0.2089 -0.6 -0.4 0.1 0.000
H -5.9369 -0.6607 -6.0090 0.7 -0.5 0.2 0.000
H -5.6053 0.7692 -5.0749 0.0 -0.1 0.1 0.000
H 3.5773 1.0519 -4.9104 0.1 0.6 -0.2 0.003
H 3.1504 -0.0100 -3.8518 -1.1 -0.8 0.9 -0.008
H 7.7935 3.3591 2.9687 -0.5 0.1 0.1 -0.132
H 0.1271 -3.4557 1.4598 -0.5 -0.2 0.0 0.000
H 4.6527 -0.0570 -4.4874 0.4 -0.3 0.0 -0.002
H 2.6734 1.4128 -2.0229 -0.2 -0.3 0.3 0.071
H -0.1195 7.8584 -0.8671 -0.5 -0.4 0.4 0.000
H 6.4680 1.4856 -1.8739 -0.3 0.8 0.2 -0.128
H 7.8067 3.3284 -4.5148 -0.1 -0.7 -0.4 -0.005
H 0.7677 2.5229 -0.1708 0.3 -0.4 -0.7 0.006
H -1.9556 -2.5337 1.3212 -0.2 0.7 0.2 0.000
H 2.6161 2.2195 3.7437 0.1 0.1 0.3 0.006
H 0.1474 8.0360 -2.4863 -0.1 -0.1 -0.4 0.000
H 1.3602 -1.4747 8.5239 0.0 0.2 1.5 0.000
H -0.4552 5.4379 -2.4790 0.4 0.0 -0.4 0.001
H -2.0740 3.4923 -4.7313 -0.6 0.2 -0.2 0.000
H -3.3631 -7.2195 1.0562 -0.1 -0.1 0.7 0.000
H -1.9636 0.0066 0.8936 0.6 0.2 0.5 0.000
H 6.0239 3.3229 -4.3591 0.1 0.3 0.1 -0.003
H -0.1389 5.1070 -0.8304 0.0 -0.3 0.2 -0.002
H -0.1296 -7.1698 3.4576 0.5 0.3 -0.8 0.000
H 3.1514 5.8107 -2.7423 -0.1 -0.6 0.7 0.010
H 0.5162 -4.3443 5.8030 -0.4 0.1 0.7 0.000
H -2.6914 -0.6689 -1.4601 -1.6 0.2 0.0 0.000
H -3.9184 -1.8133 -6.0125 0.1 -0.7 -0.2 0.000
H 1.1679 -4.6063 4.3908 -0.4 0.3 -1.1 0.000
H 3.3177 7.5401 -5.2265 0.2 0.0 -0.2 0.000
H 8.8580 2.2416 3.6878 0.1 -0.2 0.1 -0.057
H -2.3614 -1.1287 -5.8814 0.6 -0.7 0.1 0.000
H 0.6018 -0.8187 5.5951 0.4 0.0 -0.8 -0.002
H -0.4780 1.8054 0.7873 -0.3 -0.2 -0.2 0.002
H 0.3610 -1.5128 -0.3783 -0.2 -0.6 -0.2 0.000
H 5.3416 2.7669 5.1144 0.3 0.0 0.2 0.029
H 2.7265 0.4937 3.3948 0.0 0.2 -0.1 0.024
H 0.9301 4.3402 -2.0065 -0.1 0.1 -0.2 0.003
H -0.9484 2.2187 -4.4254 0.6 0.1 0.2 0.000
H 4.6732 7.1086 -4.1016 0.1 -0.2 -0.2 0.000
H 3.5205 1.6862 2.3294 -0.3 0.0 -0.4 0.176
H -2.0724 2.7197 -3.1352 -0.1 0.0 0.0 0.000
H -0.3843 -1.8505 9.0581 0.4 -0.7 -0.2 0.000
H -2.7612 -8.8928 1.5519 -0.5 0.0 -0.2 0.000
H 1.8923 6.1840 -3.8233 -1.1 -0.7 0.1 0.005
H 0.4435 -0.9698 1.2379 -0.5 0.6 0.5 -0.005
H 6.2799 0.0587 -2.6247 -0.7 -0.4 -0.5 0.030
H 7.1537 3.2958 -2.9334 -0.4 0.1 0.1 -0.030
H 5.2121 3.0977 3.4027 0.0 -0.1 -0.3 -0.052
H 3.9733 1.8077 -0.8957 0.1 0.1 -0.1 -0.272
H -1.8178 -2.6642 -0.3912 0.1 -0.3 -0.3 0.000
H -1.8217 -5.2606 1.2929 0.1 0.1 0.9 0.000
H 6.0339 0.1739 2.4344 -0.9 -0.7 0.5 0.028
H -1.2339 -8.3628 3.2452 0.2 -0.5 0.3 0.000
H 0.0016 -0.3615 8.3892 -0.1 0.3 -1.1 0.000
H 4.4256 2.4969 -3.2656 0.0 -0.2 -0.1 -0.017
H -2.5848 -8.1811 -0.0849 0.5 -0.3 0.1 0.000
H -2.1593 0.9166 -0.8911 -1.2 0.6 -0.1 0.000
H 1.9653 6.4703 -0.7472 -0.4 -0.1 0.2 0.001
H -1.1176 -5.7756 -0.1212 0.2 -0.8 -0.4 0.000
H 3.7614 0.1436 -1.3775 -0.1 0.0 -0.2 0.029